C32H60N8P | ωB97M-V with the def2-TZVPD basis set

Computed properties:
E_tot (Ha): -2034.498507
Total charge: -1
E_LUMO (eV): 1.5
ΔE to the lowest compared entry with this formula, charge and spin (kJ/mol): 56.5
HOMO-LUMO gap (Ha): 0.193
HOMO energy (eV): -3.80

Cartesian coordinates (Å):
C 7.06304 0.90361 -0.86979
C 6.25096 1.74606 -1.24094
P 4.84275 2.92605 -1.90939
N 3.85075 2.42067 -0.49537
C 2.40815 2.31741 -0.79263
C 1.99667 1.04909 -1.65035
H 7.68074 -0.01916 -0.87023
H 4.41419 1.81352 -2.73134
H 3.76771 3.77516 -2.41267
H 5.39340 4.03014 -1.11348
H 5.72424 3.34082 -2.98754
H 3.92010 3.21441 0.15835
H 1.97914 3.25313 -1.25309
H 1.88670 2.20042 0.20880
H 1.32293 0.32460 -1.12230
H 2.88385 0.45760 -2.01913
H 1.48099 1.44013 -2.58007
C 5.14707 -3.13596 -4.34676
C 4.96528 -1.75503 -3.72409
C 6.10651 -0.79373 -4.06038
C 7.39515 -1.32985 -3.54772
N 8.39247 -1.74285 -3.14402
H 6.04490 -3.63173 -3.97044
H 4.29663 -3.77740 -4.10426
H 5.22218 -3.06864 -5.43599
H 4.88166 -1.86248 -2.63944
H 4.02432 -1.32608 -4.07765
H 5.92263 0.18275 -3.60229
H 6.18446 -0.65282 -5.14131
C 10.85468 0.93478 -2.12198
C 10.66669 2.31512 -1.50385
C 11.80558 3.28152 -1.84400
C 13.09888 2.75606 -1.32615
N 14.09701 2.35043 -0.92524
H 11.75354 0.44013 -1.74477
H 10.00512 0.29581 -1.87819
H 10.92971 1.00024 -3.21105
H 10.57977 2.21273 -0.41905
H 9.72342 2.73268 -1.86395
H 11.61601 4.25839 -1.39473
H 11.88422 3.41531 -2.92528
C -0.50482 5.56579 3.39969
C -0.77028 4.14435 2.92078
C 0.33462 3.16362 3.32273
C 1.63254 3.58121 2.72910
N 2.63098 3.90352 2.26308
H 0.40430 5.97673 2.95460
H -1.33018 6.22149 3.11639
H -0.40165 5.60011 4.48781
H -0.88053 4.15148 1.83236
H -1.71897 3.80194 3.33723
H 0.09211 2.15907 2.96956
H 0.43607 3.12533 4.40990
C -4.70876 1.12974 2.95894
C -4.37179 0.99128 4.43935
C -4.80159 2.20682 5.26650
C -4.10564 3.42539 4.77454
N -3.56161 4.36341 4.39452
H -4.18279 1.97365 2.50426
H -4.41156 0.23324 2.41740
H -5.78257 1.27416 2.81284
H -3.29429 0.83557 4.54472
H -4.86532 0.09952 4.83472
H -4.55079 2.05468 6.31821
H -5.88073 2.35912 5.19466
C -4.44986 -2.76338 -1.97216
C -3.69059 -1.47261 -1.68345
C -3.25003 -1.35389 -0.22076
C -4.43884 -1.36706 0.67006
N -5.36072 -1.37730 1.35919
H -5.37913 -2.82117 -1.39935
H -4.71746 -2.81849 -3.02912
H -3.84087 -3.63787 -1.72938
H -4.32403 -0.62145 -1.94988
H -2.80714 -1.42837 -2.32444
H -2.70051 -0.42149 -0.06931
H -2.59340 -2.18290 0.05090
C -10.74364 -0.86212 0.25641
C -9.69063 -1.70619 0.96661
C -8.41533 -1.88840 0.13962
C -8.73362 -2.57868 -1.13999
N -8.97932 -3.11304 -2.12746
H -11.08036 -1.33437 -0.66904
H -11.62141 -0.73465 0.89328
H -10.35284 0.12966 0.01410
H -10.12036 -2.68361 1.20381
H -9.43309 -1.22946 1.91578
H -7.69005 -2.48503 0.69464
H -7.95912 -0.92120 -0.07998
C -5.66743 -5.82033 0.29055
C -4.79977 -6.53049 1.32458
C -4.04712 -5.55918 2.23825
C -3.14195 -4.69769 1.43252
N -2.44463 -4.03001 0.81009
H -5.06711 -5.21178 -0.38874
H -6.20635 -6.54882 -0.31794
H -6.40272 -5.17158 0.77446
H -4.08717 -7.17783 0.80614
H -5.43314 -7.17660 1.93777
H -3.45241 -6.11218 2.96782
H -4.74879 -4.92466 2.78430

Atoms 1-6, force components in eV/Å:
0.1 -0.8 -0.9
0.7 -0.7 0.2
0.8 0.6 0.3
-1.3 0.3 -0.2
-0.5 -0.8 1.0
0.2 0.3 -0.9